[1]
Entry from OMol25: a structure of composition CH4N2O3 (the ωB97M-V functional and the def2-TZVPD basis).

## Properties
- Electronic energy: -375.5259 Eh
- Relative energy (zero: lowest compared OMol25 entry of this formula, charge and spin): 371.12 kJ/mol
- HOMO-LUMO gap: 0.338 hartree
- HOMO level: -0.354 hartree
- Charge: 0

Geometry (Å):
C  0.955  -0.336  -0.046
H  -1.150  2.031  -0.566
H  1.411  1.478  -0.021
H  -0.008  -2.154  -0.121
H  -1.827  -0.335  0.629
N  0.681  0.861  -0.152
N  -0.167  -1.131  0.208
O  -0.552  1.227  0.226
O  2.197  -0.661  0.031
O  -1.540  -0.978  -0.188


[2]
Entry from OMol25: a cluster of 2 separate species, CH4N2O3 in total (the ωB97M-V functional and the def2-TZVPD basis).

## Properties
- Electronic energy: -375.5040 Eh
- Relative energy (zero: lowest compared OMol25 entry of this formula, charge and spin): 428.57 kJ/mol
- HOMO-LUMO gap (alpha / beta): 0.338 / 0.200 hartree
- HOMO level (alpha / beta): -0.360 / -0.293 hartree
- Charge: 0

Geometry (Å):
C  1.865  -0.037  -0.079
N  0.479  -0.453  -0.049
N  -2.873  0.170  0.220
O  -2.051  1.025  -0.013
O  -4.090  0.194  0.142
O  0.161  -1.629  0.069
H  1.843  1.119  0.120
H  2.580  -0.432  0.650
H  2.314  -0.289  -1.137
H  -0.227  0.333  0.076


[3]
Entry from OMol25: a cluster of 2 separate species, CH4N2O3P in total (the ωB97M-V functional and the def2-TZVPD basis).

## Properties
- Electronic energy: -717.2463 Eh
- Relative energy (zero: lowest compared OMol25 entry of this formula, charge and spin): 60.35 kJ/mol
- HOMO-LUMO gap: 0.336 hartree
- HOMO level: -0.181 hartree
- Charge: -1

Geometry (Å):
C  0.168  1.722  0.114
N  1.622  -2.416  -0.940
N  2.601  -2.677  -0.516
O  0.228  -1.149  0.587
O  -2.013  -1.279  -0.767
O  -0.702  0.905  -0.597
P  -1.033  -0.567  0.139
H  0.289  2.633  -0.514
H  1.177  1.257  0.189
H  -0.456  1.789  1.096
H  -1.882  -0.218  1.211


[4]
Entry from OMol25: a cluster of 2 separate species, CH4N2OS in total (the ωB97M-V functional and the def2-TZVPD basis).

## Properties
- Electronic energy: -623.1917 Eh
- Relative energy (zero: lowest compared OMol25 entry of this formula, charge and spin): 702.24 kJ/mol
- HOMO-LUMO gap: 0.273 hartree
- HOMO level: -0.297 hartree
- Charge: 0

Geometry (Å):
C  -0.547  0.956  -0.139
H  -0.160  -2.071  0.507
H  -1.877  -0.378  -0.586
H  -1.212  1.736  -0.367
H  2.678  0.619  1.407
N  -1.084  -0.284  0.073
N  0.613  1.134  -0.313
O  -0.230  -1.404  -0.310
S  1.818  -0.309  -0.270


[5]
Entry from OMol25: a cluster of 2 separate species, CH4N2OS in total (the ωB97M-V functional and the def2-TZVPD basis).

## Properties
- Electronic energy: -623.3919 Eh
- Relative energy (zero: lowest compared OMol25 entry of this formula, charge and spin): 176.60 kJ/mol
- HOMO-LUMO gap (alpha / beta): 0.294 / 0.294 hartree
- HOMO level (alpha / beta): -0.286 / -0.286 hartree
- Charge: 0

Geometry (Å):
C  -1.136  0.158  -0.012
N  -1.770  -0.982  0.048
N  1.978  0.878  -0.039
O  -1.321  1.315  -0.098
S  1.269  -0.645  -0.035
H  -2.781  -1.051  -0.002
H  -1.243  -1.836  0.124
H  2.595  1.031  -0.827
H  2.410  1.132  0.841


[6]
Entry from OMol25: a structure of composition CH4N2OSn (the ωB97M-V functional and the def2-TZVPD basis).

## Properties
- Electronic energy: -438.7680 Eh
- Relative energy (zero: lowest compared OMol25 entry of this formula, charge and spin): 250.24 kJ/mol
- HOMO-LUMO gap: 0.198 hartree
- HOMO level: -0.682 hartree
- Charge: +2

Geometry (Å):
Sn  0.192  2.418  -1.820
C  -0.061  -0.796  -0.029
O  -0.153  -1.856  -0.591
N  1.031  -0.381  0.682
N  -1.040  0.195  -0.174
H  1.917  -0.867  0.662
H  1.004  0.482  1.197
H  -1.951  -0.265  -0.239
H  -0.940  1.069  0.311


[7]
Entry from OMol25: the molecule CH4N2P2 (the ωB97M-V functional and the def2-TZVPD basis).

## Properties
- Electronic energy: -832.6016 Eh
- Relative energy (zero: lowest compared OMol25 entry of this formula, charge and spin): 218.52 kJ/mol
- HOMO-LUMO gap: 0.356 hartree
- HOMO level: -0.339 hartree
- Charge: 0
- SMILES: N1PC12NP2

Geometry (Å):
C  -0.008  -0.403  -0.144
N  0.987  0.252  -0.955
N  -0.880  0.381  0.644
P  1.633  -0.945  0.290
P  -1.771  -0.943  -0.107
H  1.023  -0.294  -1.743
H  -0.593  0.339  1.756
H  1.817  0.230  1.200
H  -2.002  -0.233  -1.311


[8]
Entry from OMol25: the molecule CH4N2P2 (the ωB97M-V functional and the def2-TZVPD basis).

## Properties
- Electronic energy: -832.6390 Eh
- Relative energy (zero: lowest compared OMol25 entry of this formula, charge and spin): 120.41 kJ/mol
- HOMO-LUMO gap: 0.296 hartree
- HOMO level: -0.282 hartree
- Charge: 0
- SMILES: [H]/N=C1/[PH]#P1N

Geometry (Å):
C  0.404  1.114  -0.196
N  -0.167  2.166  -0.430
N  -0.848  -1.274  0.370
P  1.837  0.151  -0.230
P  0.216  -0.234  1.211
H  -1.020  2.443  0.097
H  -1.175  -2.139  0.896
H  -0.438  -1.522  -0.448
H  1.191  -0.706  -1.270


[9]
Entry from OMol25: a cluster of 2 separate species, CH4N2S in total (the ωB97M-V functional and the def2-TZVPD basis).

## Properties
- Electronic energy: -548.1785 Eh
- Relative energy (zero: lowest compared OMol25 entry of this formula, charge and spin): 87.59 kJ/mol
- HOMO-LUMO gap: 0.361 hartree
- HOMO level: -0.335 hartree
- Charge: 0
- SMILES: N=C=S.N

Geometry (Å):
C  -1.698  -0.486  0.023
N  1.186  0.347  -0.079
N  -0.752  -1.180  -0.219
S  -2.871  0.550  0.131
H  0.939  0.365  0.893
H  2.196  0.250  -0.081
H  0.781  1.193  -0.451
H  0.220  -1.038  -0.215


[10]
Entry from OMol25: the molecule CH4N2S2 (the ωB97M-V functional and the def2-TZVPD basis).

## Properties
- Electronic energy: -946.2721 Eh
- Relative energy (zero: lowest compared OMol25 entry of this formula, charge and spin): 300.50 kJ/mol
- HOMO-LUMO gap: 0.268 hartree
- HOMO level: -0.315 hartree
- Charge: 0
- SMILES: S=NCNS

Geometry (Å):
C  0.732  -0.697  0.111
N  -0.237  0.341  -0.493
N  2.239  -0.727  0.104
S  -0.078  1.945  0.170
S  3.093  0.585  -0.117
H  0.676  -0.798  1.178
H  0.255  -1.668  -0.433
H  -0.156  0.347  -1.456
H  -1.385  2.204  0.468


[11]
Entry from OMol25: a cluster of 2 separate species, CH4N2Si in total (the ωB97M-V functional and the def2-TZVPD basis).

## Properties
- Electronic energy: -439.4147 Eh
- Relative energy (zero: lowest compared OMol25 entry of this formula, charge and spin): 218.49 kJ/mol
- HOMO-LUMO gap: 0.346 hartree
- HOMO level: -0.364 hartree
- Charge: 0
- SMILES: N=[SiH2].C#N

Geometry (Å):
C  2.620  0.066  -0.141
N  3.740  0.016  0.019
N  -1.019  -0.978  -0.103
Si  -1.653  0.491  0.268
H  -1.515  -1.761  -0.513
H  -2.864  0.772  -0.381
H  1.573  0.034  -0.238
H  -0.881  1.360  1.090


[12]
Entry from OMol25: a structure of composition CH4N3 (the ωB97M-V functional and the def2-TZVPD basis).

## Properties
- Electronic energy: -204.3552 Eh
- Relative energy (zero: lowest compared OMol25 entry of this formula, charge and spin): 395.40 kJ/mol
- HOMO-LUMO gap: 0.385 hartree
- HOMO level: -0.565 hartree
- Charge: +1

Geometry (Å):
C  0.049  0.058  -0.028
N  -1.105  0.750  0.077
N  -0.981  -0.702  -0.111
N  1.281  0.050  -0.041
H  -1.527  1.451  -0.722
H  -1.392  -1.611  0.749
H  1.918  0.878  0.132
H  1.758  -0.873  -0.057


[13]
Entry from OMol25: the ion CH4N3 with charge +1 (the ωB97M-V functional and the def2-TZVPD basis).

## Properties
- Electronic energy: -204.3826 Eh
- Relative energy (zero: lowest compared OMol25 entry of this formula, charge and spin): 323.24 kJ/mol
- HOMO-LUMO gap: 0.316 hartree
- HOMO level: -0.589 hartree
- Charge: +1
- SMILES: [H]/N=C\N=[NH2+]

Geometry (Å):
C  1.152  0.633  0.107
N  1.826  -0.326  -0.333
N  -0.144  0.749  -0.267
N  -1.152  0.061  -0.093
H  1.625  1.498  0.560
H  1.414  -1.149  -0.757
H  -1.254  -0.626  0.676
H  -1.961  0.214  -0.706


[14]
Entry from OMol25: the ion CH4N3O2 with charge -1 (the ωB97M-V functional and the def2-TZVPD basis).

## Properties
- Electronic energy: -355.0266 Eh
- Relative energy (zero: lowest compared OMol25 entry of this formula, charge and spin): 127.41 kJ/mol
- HOMO-LUMO gap (alpha / beta): 0.171 / 0.261 hartree
- Multiplicity: 3
- HOMO level (alpha / beta): -0.009 / -0.101 hartree
- Charge: -1

Geometry (Å):
C  -0.187  0.774  0.951
N  0.791  0.744  -1.156
N  -0.411  -1.112  -0.508
N  0.036  0.123  -0.284
O  -0.986  -1.859  0.427
O  1.192  0.174  -2.254
H  -0.763  1.697  1.045
H  -0.714  0.065  1.563
H  0.718  0.975  1.350
H  0.325  -1.582  -1.134


[15]
Entry from OMol25: the ion CH4N3O5S with charge -1 (the ωB97M-V functional and the def2-TZVPD basis).

## Properties
- Electronic energy: -979.1035 Eh
- HOMO-LUMO gap: 0.270 hartree
- HOMO level: -0.137 hartree
- Charge: -1
- SMILES: N/N=C(\[O-])OS(=O)(=O)NO

Geometry (Å):
C  1.356  -0.732  -0.195
N  2.826  0.936  0.307
N  -2.497  -0.626  -0.486
N  1.488  0.489  0.194
O  2.146  -1.593  -0.546
O  -0.110  -1.072  -0.209
O  -1.120  0.716  1.222
O  -0.913  1.103  -1.284
O  -3.313  -0.200  0.557
S  -1.002  0.213  -0.147
H  2.805  1.833  -0.061
H  3.491  0.401  -0.137
H  -2.530  -1.726  -0.406
H  -2.626  0.257  1.191


[16]
Entry from OMol25: the molecule CH4N3P (the ωB97M-V functional and the def2-TZVPD basis).

## Properties
- Electronic energy: -546.0229 Eh
- Relative energy (zero: lowest compared OMol25 entry of this formula, charge and spin): 261.16 kJ/mol
- HOMO-LUMO gap: 0.360 hartree
- HOMO level: -0.329 hartree
- Charge: 0
- SMILES: C1N=NNP1

Geometry (Å):
C  -0.777  0.673  -0.436
N  -0.213  -0.363  -1.259
N  0.420  -1.219  -0.654
N  0.747  -1.158  0.604
P  0.067  0.491  1.306
H  -0.629  1.629  -1.099
H  -1.986  0.569  -0.293
H  1.219  -1.974  0.950
H  1.153  1.352  0.881


[17]
Entry from OMol25: a structure of composition CH4N4 (the ωB97M-V functional and the def2-TZVPD basis).

## Properties
- Electronic energy: -259.3631 Eh
- Relative energy (zero: lowest compared OMol25 entry of this formula, charge and spin): 516.86 kJ/mol
- HOMO-LUMO gap: 0.362 hartree
- HOMO level: -0.332 hartree
- Charge: 0

Geometry (Å):
C  -0.927  -0.772  0.137
N  -1.926  0.092  0.021
N  -0.764  1.161  -0.024
N  0.105  0.052  -0.009
N  1.413  0.109  0.086
H  -0.943  -1.743  0.365
H  -0.708  1.588  -0.869
H  1.775  -0.241  0.935
H  1.976  -0.247  -0.641


[18]
Entry from OMol25: a cluster of 2 separate species, CH4N4 in total (the ωB97M-V functional and the def2-TZVPD basis).

## Properties
- Electronic energy: -259.5599 Eh
- Relative energy (zero: lowest compared OMol25 entry of this formula, charge and spin): 0.00 kJ/mol
- HOMO-LUMO gap: 0.385 hartree
- HOMO level: -0.342 hartree
- Charge: 0
- SMILES: [H]/N=C/N.N#N

Geometry (Å):
C  0.659  0.264  -0.185
N  0.679  -1.085  -0.297
N  -2.590  0.468  1.102
N  -1.750  -0.122  1.491
N  0.108  0.976  -1.072
H  0.371  -1.466  -1.176
H  1.311  -1.630  0.261
H  1.118  0.626  0.747
H  0.094  1.969  -0.873


[19]
Entry from OMol25: a structure of composition CH4N4 (the ωB97M-V functional and the def2-TZVPD basis).

## Properties
- Electronic energy: -259.4190 Eh
- Relative energy (zero: lowest compared OMol25 entry of this formula, charge and spin): 370.05 kJ/mol
- HOMO-LUMO gap: 0.349 hartree
- HOMO level: -0.316 hartree
- Charge: 0

Geometry (Å):
C  -0.050  -0.417  0.113
N  -1.016  -1.249  -0.001
N  -0.803  0.793  0.068
N  -1.965  -0.149  0.166
N  1.294  -0.652  0.168
H  -0.963  1.467  0.690
H  -2.578  0.092  -0.700
H  1.633  -1.527  -0.272
H  1.900  0.110  0.212


[20]
Entry from OMol25: a cluster of 2 separate species, CH4N4 in total (the ωB97M-V functional and the def2-TZVPD basis).

## Properties
- Electronic energy: -259.4491 Eh
- Relative energy (zero: lowest compared OMol25 entry of this formula, charge and spin): 290.98 kJ/mol
- HOMO-LUMO gap (alpha / beta): 0.320 / 0.320 hartree
- HOMO level (alpha / beta): -0.285 / -0.286 hartree
- Charge: 0

Geometry (Å):
C  0.423  0.573  -0.417
N  -3.779  0.536  -0.396
N  -3.154  0.039  0.338
N  -0.429  -0.298  0.210
N  -0.440  -1.645  0.073
H  0.124  1.534  -0.038
H  1.235  0.226  -0.949
H  -1.238  0.038  0.815
H  -1.116  -1.906  0.700